{
  "formula": "C2H5IN2O2S",
  "method": "the ωB97M-V functional and the def2-TZVPD basis",
  "species": ["C", "C", "N", "N", "O", "O", "S", "I", "H", "H", "H", "H", "H"],
  "coordinates": [[-0.232091, -0.258745, -0.347597], [-0.569643, -0.061969, 1.148545], [-1.080063, 0.691593, -1.134498], [-1.535990, 0.900158, 1.303017], [-0.245672, 2.725803, 0.206833], [-2.594849, 2.671038, -0.208691], [-1.437996, 1.958071, 0.093166], [-4.061070, -0.387605, -0.052150], [0.729722, 0.168638, -0.413947], [-0.484704, -1.295257, -0.695000], [-0.837005, -1.090641, 1.670275], [0.289833, 0.214756, 1.906050], [-0.540924, 1.161799, -1.868704]],
  "forces_ev_per_angstrom": [[-1.2, 0.3, -0.4], [1.1, -3.1, 2.0], [-0.6, 1.2, 1.7], [-2.9, -0.1, 1.0], [1.2, 0.3, 0.9], [-2.2, 0.6, -0.1], [1.7, -1.6, -3.4], [1.3, 0.6, 0.9], [1.8, -0.9, -0.6], [0.9, 1.0, 0.3], [0.0, 2.0, -1.0], [-0.9, -0.1, -1.7], [-0.1, -0.2, 0.4]],
  "total_charge": 0,
  "lumo_energy_ev": [-4.12, -4.17],
  "gap_ha": [0.187, 0.197]
}

=====

{
  "formula": "C2H5IN2OS",
  "method": "the ωB97M-V functional and the def2-TZVPD basis",
  "species": ["C", "C", "N", "N", "O", "S", "I", "H", "H", "H", "H", "H"],
  "coordinates": [[2.235334, -2.062024, -0.444841], [-0.024226, 1.020403, -0.419458], [1.276661, -1.950582, -1.231111], [-0.946306, 0.807914, 0.406557], [-0.644375, -1.953222, 0.546018], [-0.298672, -1.764708, -1.076677], [4.220757, -2.202286, -1.318665], [2.373940, -2.245671, 0.536252], [-0.274141, 1.414407, -1.346865], [0.990604, 0.932930, -0.196485], [-1.850092, 1.221394, 0.344826], [-0.277632, -1.259718, 1.082348]],
  "forces_ev_per_angstrom": [[1.0, 0.0, -4.0], [-2.6, 0.7, 0.4], [0.4, 0.2, 0.1], [1.8, 0.1, 2.8], [-0.2, -1.3, -1.4], [-0.4, -0.6, 1.2], [-0.5, 0.1, 0.2], [-0.4, -0.3, 3.4], [0.0, 1.1, -2.0], [1.7, -1.0, 0.5], [-0.8, -0.2, -1.3], [0.1, 1.3, 0.3]],
  "total_charge": 0,
  "smiles": "OS/N=C/I.C=N",
  "lumo_energy_ev": 0.34,
  "gap_ha": 0.332
}

=====

{
  "formula": "C2H5IN2S",
  "method": "the ωB97M-V functional and the def2-TZVPD basis",
  "species": ["C", "C", "N", "N", "S", "I", "H", "H", "H", "H", "H"],
  "coordinates": [[0.375197, -0.626844, -0.029995], [0.096862, -0.485210, 1.228440], [0.030783, -0.373454, -1.339048], [1.239722, -1.085264, -0.961252], [-0.922945, 2.896340, -1.164199], [-2.140660, 3.072695, 0.874982], [0.709643, -0.441255, 2.116081], [-0.852677, -0.369111, 1.670859], [0.242509, 2.274956, -0.654353], [-0.744298, -0.912349, -1.647555], [1.993178, -0.440085, -1.047539]],
  "forces_ev_per_angstrom": [[-0.6, 0.4, 0.9], [-0.1, 0.2, 2.0], [-1.0, 1.7, 0.2], [1.5, -1.6, -0.5], [1.2, -0.6, 0.5], [0.2, 0.0, -0.1], [1.3, -0.9, -0.6], [-1.6, 0.8, -0.7], [-1.5, 0.7, -0.4], [-0.2, -1.3, -0.8], [0.9, 0.5, -0.7]],
  "total_charge": 0,
  "smiles": "C=C1NN1.SI",
  "lumo_energy_ev": -0.62,
  "gap_ha": 0.302
}

=====

{
  "formula": "C2H5INOZn",
  "method": "the ωB97M-V functional and the def2-TZVPD basis",
  "species": ["Zn", "I", "O", "C", "N", "C", "H", "H", "H", "H", "H"],
  "coordinates": [[16.353733, -11.629814, 16.966648], [18.846195, -11.937866, 16.993837], [22.878516, -12.779473, 16.977780], [22.871197, -13.872044, 16.524582], [21.700412, -14.579820, 16.433095], [24.043542, -14.709420, 16.224582], [20.896575, -14.117840, 16.833738], [21.646550, -15.580212, 16.561153], [24.787826, -14.142204, 15.665655], [23.709538, -15.594007, 15.682316], [24.482678, -15.145490, 17.121858]],
  "forces_ev_per_angstrom": [[-2.0, 0.3, 0.0], [1.7, 0.0, 0.0], [0.1, 3.7, 1.0], [-1.6, -5.6, -0.5], [-0.4, 1.7, 0.4], [1.7, -0.6, -0.7], [-0.2, 0.1, 0.0], [0.7, -0.3, -0.3], [0.1, -0.1, 0.1], [-0.1, 0.3, -0.4], [0.1, 0.6, 0.4]],
  "multiplicity": 2,
  "total_charge": 2,
  "lumo_energy_ev": [-12.50, -12.53],
  "gap_ha": [0.139, 0.251]
}

=====

What did we get for maximum force? Answer: 4.1 4.1 2.2 5.8 eV/Å, in the order shown.
What did we get for energy? Answer: -28161.1914 -26115.5865 -24067.4177 -62189.3056 eV, in the order shown.